[1]
This record from the OMol25 dataset describes 2 unconnected molecules or ions with the total composition C4H9N3O. The level of theory is wB97M-V/def2-TZVPD.

Output
Frontier orbital gap, eV: 9.127

Last column: natural (NBO) charge in e.
Positions of all 17 atoms, in Å:
1 H -2.1180 -2.0947 2.0281  0.34
2 N -1.9769 -1.5077 1.1987  -0.64
3 C -0.8133 -1.7554 0.6891  0.10
4 C -0.3212 -1.0595 -0.5376  0.10
5 C 0.9645 -1.2049 -0.8704  -0.47
6 N -1.2342 -0.2828 -1.2172  -0.82
7 H -0.1284 -2.4792 1.1628  0.16
8 H 1.6519 -1.8143 -0.2955  0.20
9 H 1.3567 -0.7101 -1.7533  0.20
10 H -2.0730 -0.1698 -0.6395  0.39
11 H -0.8568 0.6394 -1.4606  0.41
12 N 0.8937 1.9024 0.9571  -0.81
13 C 0.9632 2.3125 -0.3375  0.54
14 O -0.0107 2.3931 -1.0672  -0.63
15 H 1.7186 1.6963 1.5012  0.40
16 H -0.0084 1.6026 1.3083  0.41
17 H 1.9923 2.5322 -0.6663  0.12



[2]
This record from the OMol25 dataset describes a molecular structure, C41H29Cl2IrN4O7. The level of theory is wB97M-V/def2-TZVPD.

Output
Frontier orbital gap, eV: 6.365

Last column: Löwdin charge in e.
Positions of all 84 atoms, in Å:
1 Ir -1.9265 0.3835 -2.0414  1.40
2 C 6.7178 0.2848 8.5174  -0.08
3 O 7.0727 0.2201 7.1469  -0.07
4 C 6.0775 0.1864 6.2333  -0.28
5 C 6.4754 0.1326 4.8984  0.00
6 C 5.5337 0.1016 3.8932  -0.02
7 C 4.1695 0.1249 4.1929  -0.16
8 C 3.7805 0.1472 5.5280  -0.01
9 C 4.7202 0.1842 6.5445  0.00
10 C 3.1374 0.1548 3.1577  -0.25
11 N 1.8462 0.0860 3.3869  0.19
12 C 1.2455 0.1875 2.1624  -0.16
13 C 2.1913 0.3133 1.1652  -0.12
14 N 3.3966 0.2943 1.8184  0.19
15 C 1.8714 0.4241 -0.2220  -0.05
16 C 2.7748 0.6022 -1.2742  0.03
17 C 2.2836 0.7359 -2.5493  0.00
18 C 0.9102 0.6453 -2.7584  -0.08
19 N 0.0579 0.4426 -1.7716  -0.04
20 C 0.5029 0.3805 -0.5133  -0.13
21 C -0.4865 0.3181 0.5010  -0.12
22 N -1.7775 0.3871 0.1106  0.03
23 C -2.7400 0.3895 1.0061  -0.07
24 C -2.4867 0.2915 2.3753  -0.01
25 C -1.1838 0.2066 2.8045  0.03
26 C -0.1549 0.2239 1.8584  -0.05
27 H 7.6537 0.3080 9.0674  0.09
28 H 6.1442 -0.5930 8.8243  0.10
29 H 6.1440 1.1882 8.7372  0.10
30 H 7.5333 0.1116 4.6735  0.12
31 H 5.8675 0.0469 2.8637  0.11
32 H 2.7232 0.1437 5.7540  0.11
33 H 4.3873 0.2093 7.5718  0.11
34 H 4.2985 0.4415 1.4018  0.15
35 H 3.8421 0.6271 -1.0953  0.12
36 H 2.9432 0.9255 -3.3826  0.12
37 H 0.4903 0.7037 -3.7518  0.14
38 H -3.7487 0.4761 0.6219  0.13
39 H -3.3067 0.2939 3.0778  0.12
40 H -0.9308 0.1293 3.8535  0.13
41 Cl -3.2577 9.0366 -1.8059  0.65
42 C -2.6804 7.4037 -1.9579  -0.67
43 C -1.3520 7.1802 -2.2814  -0.10
44 C -0.8897 5.8771 -2.3810  -0.02
45 C -1.7501 4.8108 -2.1570  -0.13
46 C -3.0842 5.0509 -1.8483  -0.01
47 C -3.5559 6.3511 -1.7466  -0.10
48 C -1.2230 3.3966 -2.2385  -0.58
49 O -0.0413 3.2030 -2.5241  0.02
50 O -2.0992 2.4949 -1.9740  -0.19
51 H -0.6906 8.0195 -2.4482  0.10
52 H 0.1430 5.6752 -2.6302  0.12
53 H -3.7467 4.2117 -1.6912  0.12
54 H -4.5915 6.5460 -1.5040  0.10
55 O -2.7536 -0.0997 -4.2876  -0.39
56 Cl -4.1608 0.1054 -3.9056  0.71
57 O -4.9078 -1.0829 -4.0925  -0.26
58 O -4.7157 1.2096 -4.5934  -0.26
59 O -4.0802 0.3976 -2.4501  -0.44
60 C -4.8785 -5.9680 -2.0156  -0.10
61 C -5.4384 -5.0418 -1.1485  -0.09
62 C -4.7924 -3.8400 -0.9051  -0.05
63 C -3.5718 -3.5412 -1.5145  -0.20
64 C -3.0209 -4.4815 -2.3902  -0.02
65 C -3.6687 -5.6815 -2.6334  -0.08
66 C -2.9876 -2.2070 -1.2839  -0.09
67 C -1.8886 -1.6558 -1.8173  -0.25
68 C -0.6919 -2.3208 -2.3593  -0.28
69 C -0.3774 -2.2716 -3.7222  -0.06
70 C 0.7968 -2.8360 -4.1967  -0.08
71 C 1.6912 -3.4392 -3.3212  -0.10
72 C 1.3847 -3.4988 -1.9688  -0.08
73 C 0.2071 -2.9422 -1.4893  -0.04
74 H -5.3810 -6.9080 -2.2045  0.10
75 H -6.3892 -5.2518 -0.6747  0.10
76 H -5.2449 -3.1131 -0.2401  0.11
77 H -2.0891 -4.2646 -2.8922  0.10
78 H -3.2383 -6.3952 -3.3250  0.10
79 H -3.6332 -1.5550 -0.7003  0.07
80 H -1.0769 -1.8017 -4.4027  0.10
81 H 1.0164 -2.8086 -5.2572  0.10
82 H 2.6216 -3.8511 -3.6900  0.10
83 H 2.0637 -3.9966 -1.2867  0.10
84 H -0.0257 -2.9766 -0.4308  0.12



[3]
This record from the OMol25 dataset describes a molecular structure, H2O2. The level of theory is wB97M-V/def2-TZVPD.

Output
Frontier orbital gap, eV: 10.237

Last column: natural (NBO) charge in e.
Positions of all 4 atoms, in Å:
1 O 0.7081 0.0521 -0.1474  -0.49
2 O -0.7006 -0.0162 -0.2373  -0.42
3 H 1.1637 -0.7124 -0.3760  0.46
4 H -1.1712 0.6765 0.7607  0.45



[4]
This record from the OMol25 dataset describes a single C3H4N2OS molecule. The level of theory is wB97M-V/def2-TZVPD.

Output
Frontier orbital gap, eV: 9.371

Last column: natural (NBO) charge in e.
Positions of all 11 atoms, in Å:
1 O 1.0983 0.2666 -2.1785  -0.51
2 N 0.6051 -0.0489 -0.9186  0.11
3 C 0.0743 -1.2329 -0.6029  -0.06
4 C -0.5623 -1.0457 0.5744  -0.35
5 C -0.3929 0.3649 0.8275  0.00
6 S -1.1023 1.1594 2.2560  0.02
7 N 0.3840 0.9302 -0.0691  -0.32
8 H 1.0387 1.2154 -2.1425  0.49
9 H 0.2110 -2.0665 -1.2345  0.23
10 H -0.9968 -1.8118 1.1974  0.24
11 H -0.3571 2.2693 2.2910  0.14



[5]
This record from the OMol25 dataset describes 3 unconnected molecules or ions with the total composition C17H21N5OP. The level of theory is wB97M-V/def2-TZVPD.

Output
Charge: +1
Frontier orbital gap, eV: 6.688

Last column: natural (NBO) charge in e.
Positions of all 45 atoms, in Å:
1 C 1.7529 -5.0785 1.4515  -0.97
2 P 1.6420 -3.3015 2.0825  0.93
3 C 3.0724 -2.3660 1.1449  -0.94
4 N 0.1824 -2.4123 1.6387  -0.85
5 C -1.0157 -2.9012 1.1865  0.60
6 N -1.3220 -4.3520 0.9232  -0.46
7 C -2.7686 -4.2832 0.3948  0.57
8 N -3.5782 -5.4937 -0.0835  -0.54
9 C -4.3934 -5.8902 0.9476  0.91
10 O -5.1578 -6.1481 2.0115  -0.41
11 N -3.2938 -2.8352 0.4121  -0.40
12 N -2.2509 -2.0389 0.8688  -0.42
13 H 1.1969 -5.1579 0.4256  0.25
14 H 1.1962 -5.7763 2.2454  0.27
15 H 2.8683 -5.4925 1.4282  0.29
16 H 2.6344 -1.3761 0.6903  0.24
17 H 3.3392 -3.0558 0.2077  0.24
18 H 4.0260 -2.2191 1.8090  0.28
19 H 0.2303 -1.3518 1.7338  0.45
20 H -4.2744 -2.5909 0.1181  0.48
21 H -2.2991 -0.9862 1.0015  0.47
22 C -2.9727 0.9742 -1.0396  -0.18
23 C -1.6721 1.2714 -1.4460  -0.23
24 C -1.3578 2.5521 -1.8995  -0.21
25 C -2.3429 3.5394 -1.9373  -0.19
26 C -3.6425 3.2433 -1.5274  -0.20
27 C -3.9590 1.9599 -1.0827  -0.23
28 H -3.2181 -0.0250 -0.6895  0.16
29 H -0.9031 0.5039 -1.4099  0.20
30 H -0.3460 2.7815 -2.2223  0.23
31 H -2.0969 4.5389 -2.2861  0.23
32 H -4.4097 4.0133 -1.5555  0.23
33 H -4.9729 1.7280 -0.7687  0.22
34 C 3.7979 2.9896 -1.2420  -0.21
35 C 2.4884 2.9621 -0.7633  -0.23
36 C 2.0337 3.9717 0.0846  -0.21
37 C 2.8864 5.0151 0.4461  -0.21
38 C 4.1948 5.0445 -0.0358  -0.20
39 C 4.6523 4.0300 -0.8762  -0.21
40 H 4.1529 2.2009 -1.9001  0.21
41 H 1.8218 2.1528 -1.0505  0.20
42 H 1.0153 3.9464 0.4629  0.21
43 H 2.5308 5.8045 1.1029  0.22
44 H 4.8587 5.8586 0.2447  0.22
45 H 5.6734 4.0503 -1.2469  0.22



[6]
This record from the OMol25 dataset describes a molecular structure, C16H24AsBBrN4O3SZr. The level of theory is wB97M-V/def2-TZVPD.

Output
Spin multiplicity: 2
Frontier orbital gap (alpha / beta), eV: 5.907 / 8.311

Last column: natural (NBO) charge in e.
Positions of all 52 atoms, in Å:
1 Zr -0.0926 0.8797 0.0906  1.74
2 O -1.9023 0.0594 0.5126  -0.61
3 N -1.9070 -1.2120 0.9265  0.00
4 C -2.8021 -1.5795 1.8619  0.06
5 C -2.8323 -2.8582 2.3444  -0.26
6 C -1.9197 -3.7932 1.8520  -0.14
7 C -1.0159 -3.4035 0.8910  -0.23
8 C -0.9984 -2.0893 0.4145  0.06
9 S 0.0727 -1.5485 -0.8108  -0.15
10 H -3.4657 -0.7927 2.1869  0.24
11 H -3.5571 -3.1195 3.1004  0.24
12 H -1.9243 -4.8078 2.2257  0.23
13 H -0.2858 -4.0828 0.4771  0.24
14 B 0.1190 0.7311 4.6745  -0.61
15 C 0.1872 0.3542 3.1785  0.49
16 N 0.3488 0.1443 2.0478  -0.72
17 H 0.5689 -0.1957 5.2993  0.04
18 H 0.8212 1.7188 4.7568  0.02
19 H -1.0296 0.9642 4.9607  0.02
20 C 4.2013 1.7466 -0.1604  -0.92
21 As 2.6378 0.5572 0.0251  0.99
22 C 3.0953 -0.5646 -1.5329  -0.93
23 C 3.3235 -0.5956 1.4586  -0.94
24 H 5.1080 1.1469 -0.1908  0.22
25 H 4.2583 2.4619 0.6578  0.23
26 H 4.0933 2.2902 -1.0988  0.23
27 H 3.9586 -0.1504 -2.0511  0.22
28 H 2.2558 -0.5829 -2.2238  0.24
29 H 3.3113 -1.5837 -1.2203  0.23
30 H 4.3653 -0.8686 1.3003  0.22
31 H 2.7128 -1.4970 1.4990  0.24
32 H 3.2216 -0.0780 2.4122  0.24
33 Br -0.8034 -1.9608 -5.7839  0.04
34 C -1.7003 -0.8939 -4.4903  -0.09
35 C -3.0723 -1.0353 -4.3411  -0.25
36 C -3.7216 -0.2491 -3.3941  -0.20
37 C -3.0199 0.6429 -2.6082  -0.19
38 C -1.6283 0.7538 -2.7472  -0.14
39 C -0.9703 -0.0168 -3.7222  -0.16
40 C -0.8530 1.5851 -1.8592  0.48
41 O -1.3574 2.2674 -0.8594  -0.74
42 O 0.4730 1.4656 -1.7873  -0.77
43 H -3.6211 -1.7411 -4.9482  0.23
44 H -4.7935 -0.3455 -3.2752  0.22
45 H -3.5198 1.2478 -1.8643  0.23
46 H 0.0981 0.0900 -3.8394  0.23
47 N 1.2324 3.4099 0.5129  -0.66
48 N 0.1529 2.9536 1.3496  -0.67
49 H 1.4352 4.3929 0.6511  0.36
50 H 0.9330 3.2951 -0.4509  0.38
51 H -0.6642 3.5514 1.2834  0.38
52 H 0.4727 2.9362 2.3088  0.40



| no. | total energy (Eh) |
| --- | --- |
| 1 | -397.30764 |
| 2 | -3350.03233 |
| 3 | -151.50470 |
| 4 | -699.56818 |
| 5 | -1350.26121 |
| 6 | -6348.74731 |